Here is a cluster of 3 separate species, C35H66BN5O7P in total in a non-equilibrium geometry from the OMol25 dataset. Energies are from ωB97M-V/def2-TZVPD.

Calculated values
spin multiplicity	3
LUMO (spin up / spin down)	-0.1375 / -0.1375	hartree
frontier orbital gap (spin up / spin down)	6.0612 / 7.0327	eV
E_HOMO (spin up / spin down)	-9.80 / -10.77	eV
net charge	+1

```
115
C35H66BN5O7P, DFT ωB97M-V/def2-TZVPD
C 0.135 7.273 -0.539
C 0.232 5.807 -0.057
P 1.272 5.875 1.452
C 0.134 6.725 2.653
C 1.521 4.236 2.311
C 2.357 4.296 3.444
C 2.980 5.591 3.894
O 3.824 6.107 3.240
O 2.542 6.010 5.074
B 2.807 7.373 5.467
C 1.602 8.329 5.719
O 4.075 7.809 5.677
C 2.638 3.170 4.224
C 3.512 3.133 5.461
C 4.889 3.757 5.311
C 5.613 3.149 4.116
N 6.332 4.009 3.282
O 5.562 1.966 3.932
C 2.063 1.978 3.827
N 1.274 1.886 2.743
C 0.770 0.523 2.431
C 1.634 -0.174 1.387
N 2.745 -0.927 2.021
C 0.978 2.976 1.985
C 0.073 2.804 0.809
C 0.845 2.700 -0.519
O -0.011 2.943 -1.618
H -0.436 7.293 -1.460
H -0.440 7.851 0.179
H 1.111 7.729 -0.651
H 0.693 5.255 -0.862
H -0.790 5.475 0.098
H -0.821 6.940 2.192
H 0.631 7.643 2.939
H 0.016 6.115 3.543
H 1.852 9.313 5.331
H 0.659 7.987 5.312
H 1.524 8.441 6.800
H 4.548 7.341 6.373
H 3.684 2.083 5.677
H 2.960 3.533 6.307
H 4.903 4.838 5.273
H 5.457 3.492 6.202
H 5.881 4.095 2.378
H 6.403 4.924 3.705
H 2.242 1.084 4.395
H 0.824 -0.049 3.349
H -0.277 0.555 2.171
H 1.046 -0.881 0.812
H 2.076 0.570 0.735
H 3.625 -0.672 1.591
H 2.865 -0.665 2.991
H -0.511 1.893 0.869
H -0.647 3.609 0.769
H 1.663 3.410 -0.563
H 1.211 1.685 -0.637
H -0.917 2.737 -1.372
C -3.314 0.764 -4.939
C -2.293 0.089 -3.989
C -1.751 -1.203 -4.607
C -2.726 -2.378 -4.565
C -3.266 -2.582 -3.151
C -3.888 -1.313 -2.568
N -2.924 -0.174 -2.656
O -2.023 -0.262 -1.730
C -5.198 -0.999 -3.312
C -4.290 -1.545 -1.117
C -1.142 1.066 -3.814
H -4.141 1.210 -4.387
H -2.850 1.576 -5.496
H -3.729 0.075 -5.674
H -0.841 -1.498 -4.073
H -1.453 -0.999 -5.637
H -3.544 -2.225 -5.274
H -2.212 -3.285 -4.887
H -4.009 -3.380 -3.149
H -2.450 -2.924 -2.507
H -5.632 -0.063 -2.957
H -5.920 -1.792 -3.116
H -5.094 -0.939 -4.391
H -3.452 -1.871 -0.503
H -5.053 -2.321 -1.075
H -4.706 -0.637 -0.677
H -1.486 1.974 -3.324
H -0.736 1.339 -4.787
H -0.328 0.643 -3.230
C -2.066 -8.490 -0.585
C -1.966 -7.774 -1.956
C -1.058 -8.556 -2.910
C 0.435 -8.425 -2.613
C 0.834 -6.956 -2.493
C -0.016 -6.198 -1.474
N -1.469 -6.374 -1.771
O -1.811 -5.635 -2.773
C 0.334 -6.683 -0.056
C 0.336 -4.715 -1.501
C -3.375 -7.753 -2.538
H -2.093 -7.776 0.237
H -2.987 -9.067 -0.513
H -1.245 -9.184 -0.406
H -1.234 -8.208 -3.932
H -1.351 -9.608 -2.887
H 0.696 -8.972 -1.702
H 1.005 -8.892 -3.418
H 1.885 -6.873 -2.211
H 0.738 -6.480 -3.474
H -0.304 -6.199 0.686
H 1.366 -6.416 0.173
H 0.257 -7.757 0.078
H 0.216 -4.279 -2.491
H 1.377 -4.586 -1.204
H -0.289 -4.154 -0.803
H -4.049 -7.162 -1.916
H -3.751 -8.774 -2.579
H -3.398 -7.351 -3.549
```